# C2H4N2O2S

One molecule with the formula C2H4N2O2S (the ωB97M-V functional and the def2-TZVPD basis, the OMol25 dataset).

Values from the calculation:
- gap between HOMO and LUMO (eV) = 9.0
- F_max (eV/A) = 1.8
- DFT total energy (hartree) = -736.6589
- E_HOMO (eV) = -8.8
- net charge = 0

CARTESIAN COORDINATES (ANGSTROEM)
1 O -1.679 -0.350 -1.160
2 N -1.893 -0.568 0.191
3 C -0.860 -0.256 0.896
4 C 0.435 0.282 0.342
5 S 0.938 1.837 0.579
6 N 1.236 -0.642 -0.253
7 O 0.755 -1.826 -0.799
8 H -2.515 -0.597 -1.547
9 H -1.021 -0.337 1.951
10 H 2.000 -0.210 -0.798
11 H 1.062 -2.517 -0.194

For reference, the Mulliken charges in units of e are: number 1, O, carries -0.346; number 2, N, carries -0.310; number 3, C, carries -0.239; number 4, C, carries 0.351; number 5, S, carries -0.322; number 6, N, carries -0.116; number 7, O, carries -0.363; number 8, H, carries 0.369; number 9, H, carries 0.392; number 10, H, carries 0.237; number 11, H, carries 0.348